1.
Density functional theory data (ωB97M-V/def2-TZVPD) for a molecular structure, C46H47N5OPPtSTe.

The geometry in XYZ format:
```
103
Properties=species:S:1:pos:R:3
P 1.524 -1.680 -0.948
H 2.915 2.272 -4.816
H -0.056 1.959 -1.006
H -2.873 6.402 3.629
C -1.994 5.836 3.910
H 0.080 -4.188 -2.254
N -1.584 -0.484 2.748
C -1.479 5.978 5.188
C -2.406 0.541 2.318
H 4.049 -0.541 -1.813
H -1.354 5.304 0.875
H 3.697 5.397 1.980
H 2.970 6.918 0.083
C -0.287 4.227 3.327
H 2.423 -6.445 -0.496
C 6.260 2.587 1.880
C -0.358 5.235 5.520
H -2.346 6.334 7.111
C 5.270 0.937 0.443
C -0.617 -3.389 -2.046
H -3.895 -2.620 -2.382
H 4.647 1.252 -3.378
H 3.192 1.716 2.990
H 1.459 -4.259 0.126
C 0.990 0.093 -3.090
C -1.849 -0.686 4.086
H 3.590 -2.406 -3.078
H -1.362 3.162 -0.797
H 2.593 6.628 -3.393
C 3.905 -4.498 -2.826
H 1.237 3.162 6.075
H 0.587 1.447 -4.688
C 1.437 3.602 5.099
C 3.621 0.923 -3.307
C 1.956 -0.475 -2.256
H 7.084 3.244 2.121
N 1.795 0.902 0.736
H 5.083 3.162 3.574
C -1.415 4.978 2.985
H -3.023 7.330 5.815
Te 0.543 2.723 1.928
H -3.767 1.636 3.507
H 2.254 6.223 2.581
C 5.135 2.547 2.687
C 3.283 -0.073 -2.412
H 0.571 4.926 -2.814
C -1.186 -1.727 4.898
C 3.580 -5.640 -2.113
C -0.400 2.999 -1.288
H -0.939 -2.057 1.686
H 2.400 4.466 2.736
H 7.207 1.779 0.139
C 2.307 6.112 -0.203
C 1.980 5.158 0.755
N -3.100 0.886 3.429
C -1.962 -3.536 -2.348
C -1.084 -1.152 -1.199
H -0.041 -0.236 -3.044
H -1.419 7.688 6.472
H 2.866 7.809 -2.101
C -2.109 6.887 6.202
C 0.963 4.994 -1.807
C 3.344 -3.278 -2.491
C 2.879 0.243 0.714
N -2.753 0.137 4.502
C 2.696 -5.558 -1.050
C -2.851 -2.499 -2.124
C 0.583 4.044 -0.868
C 2.651 1.499 -4.110
H -2.974 5.395 1.579
O 3.049 -0.956 0.245
H 2.287 4.276 5.205
C -2.414 -1.307 -1.560
C 1.093 4.136 0.433
H 5.334 0.300 -0.425
H 1.707 2.805 4.406
C 1.344 1.052 -4.024
H 1.263 7.630 -2.821
H 3.999 -6.594 -2.393
C -0.188 -2.186 -1.509
C 4.112 0.949 1.210
H -1.340 -2.716 4.464
C 0.233 4.362 4.617
H -1.622 -1.702 5.890
H -2.312 -4.462 -2.778
H -3.127 -0.513 -1.386
C 6.329 1.767 0.767
H -0.114 -1.543 4.976
H 0.066 5.327 6.512
H 4.589 -4.562 -3.660
C 2.458 -3.185 -1.424
H -2.188 3.822 1.358
C -2.022 4.869 1.619
C 2.618 5.316 2.098
N -0.649 -1.118 1.955
Pt 0.015 0.253 -0.154
C 2.158 7.091 -2.509
H -0.556 3.022 -2.365
C 1.811 6.047 -1.490
S -2.573 1.136 0.796
H 0.274 -1.131 2.385
C 4.068 1.733 2.355
C 2.150 -4.338 -0.704
```

Properties
Charge = 0
Multiplicity = 2
Orbital gap (spin up / spin down) = 5.945 / 5.586 eV
LUMO energy (spin up / spin down) = -0.64 / -1.10 eV
<S²> = 0.7945
HOMO level (spin up / spin down) = -6.58 / -6.68 eV
Energy above the lowest of the compared OMol25 structures with the same formula, charge and spin = 380.5 kJ/mol


2.
Density functional theory data (ωB97M-V/def2-TZVPD) for 3 unconnected molecules or ions with the total composition C20H40F9O10P2S.

The geometry in XYZ format:
```
82
Properties=species:S:1:pos:R:3
F -1.271 -0.703 4.438
O -5.721 1.336 0.558
H -0.024 2.558 -0.095
O 2.532 1.974 -2.936
C -3.234 -3.973 -1.926
H -4.168 -2.457 -0.603
H 7.562 -1.406 2.209
H 1.535 3.490 -3.972
H -2.534 -1.669 0.671
H 1.177 -0.113 -0.458
H -0.542 0.599 1.070
O 1.664 -1.326 1.275
H 1.487 3.569 -2.200
H 5.382 4.102 -4.828
F -3.579 -1.477 3.873
C -2.210 0.004 5.217
H 4.129 1.124 -5.771
H 8.008 0.089 1.367
C 3.948 1.772 -4.908
H -2.539 -1.632 -2.773
F -2.533 1.436 2.507
C -0.626 -0.515 0.881
C 4.486 -1.550 2.589
C -4.194 -2.673 -1.722
C -3.663 -1.453 -2.605
H 6.605 -0.722 4.959
H -5.827 -4.214 -1.879
C -3.677 -0.339 4.683
H -1.615 3.697 0.895
F -4.641 1.972 4.894
C 2.752 1.231 -4.133
F -4.428 -0.742 5.818
O -0.392 2.222 -0.943
F -5.809 0.391 3.828
H -3.720 0.750 -2.856
H -2.668 -3.830 -2.900
C 5.747 -0.530 4.310
C -1.912 -0.950 0.021
C 1.457 2.895 -3.059
O 5.406 -1.746 3.659
H 4.911 -0.191 4.929
C -5.733 -3.083 -2.048
H -6.398 -2.568 -1.274
H 4.851 1.768 -4.288
O -2.430 3.566 0.361
O -4.976 -0.919 1.337
C -3.936 1.391 2.626
C 5.190 -1.594 1.239
P -2.099 2.381 -0.797
H 3.936 -0.611 2.714
H -3.798 -4.952 -1.846
H 0.592 -1.903 -0.432
H -6.015 -2.791 -3.112
S -4.593 0.508 1.118
O 6.067 -0.482 1.076
C 4.304 4.095 -4.640
H -1.540 -1.573 -0.855
H 4.117 3.961 -3.571
F -1.905 1.355 5.293
H 4.437 -1.523 0.448
C -4.004 -0.002 -2.031
F -2.056 -0.508 6.522
H 5.728 -2.539 1.108
H 1.234 -2.128 1.653
O -2.559 2.955 -2.148
C -4.483 0.865 4.030
F -4.377 2.733 2.512
H 2.965 0.200 -3.835
C 7.428 -0.832 1.289
H -0.686 -1.081 1.874
H 3.764 -2.371 2.635
H 6.019 0.250 3.595
H 3.889 5.056 -4.947
P -3.071 0.454 -0.452
C 0.780 -0.958 0.185
H -5.138 0.082 -1.926
H 0.506 2.358 -3.048
H -4.126 -1.535 -3.655
O 3.686 3.077 -5.417
H -2.479 -3.919 -1.059
H 7.801 -1.409 0.437
H 1.853 1.223 -4.758
```

Properties
Charge = +1
Multiplicity = 1
Orbital gap = 5.351 eV
LUMO energy = -5.39 eV
HOMO level = -10.74 eV


3.
Density functional theory data (ωB97M-V/def2-TZVPD) for C3H5N3 in the gas phase.

The geometry in XYZ format:
```
11
Properties=species:S:1:pos:R:3
H 2.471 -0.726 -0.310
H -1.452 -1.065 -0.850
C -0.757 -0.837 -0.030
H 1.488 1.545 0.070
N 0.534 -1.495 -0.229
C 1.401 -0.561 -0.212
C -0.475 0.659 0.055
H -1.212 -1.194 0.905
N 0.911 0.726 -0.052
H -2.213 1.340 0.215
N -1.242 1.661 0.185
```

Properties
Charge = 0
Multiplicity = 1
Structure (SMILES) = [H]/N=C1\CN=CN1
Orbital gap = 9.993 eV
LUMO energy = 0.93 eV
HOMO level = -9.07 eV
Energy above the lowest of the compared OMol25 structures with the same formula, charge and spin = 35.8 kJ/mol


4.
Density functional theory data (ωB97M-V/def2-TZVPD) for a molecular structure, C28H22F9N8PRuS.

The geometry in XYZ format:
```
70
Properties=species:S:1:pos:R:3
S 0.405 -2.386 -2.381
C -0.691 1.279 0.928
C 3.023 1.480 -2.797
H 2.480 -4.200 -2.554
C 1.536 1.110 -0.947
C -3.635 0.163 -1.065
C -1.161 0.763 -3.487
H -1.576 2.247 4.058
H 3.181 4.058 -0.595
H -2.144 2.162 -4.737
C 2.564 -3.040 2.443
F -4.477 3.882 2.538
H -3.181 -1.995 1.357
C -1.414 2.227 0.195
H 3.134 -0.782 0.001
N -3.020 -0.788 -0.326
H -2.775 3.880 0.289
C 2.616 -1.295 0.801
C 0.981 -3.648 -1.323
H -0.200 0.651 -3.965
C -3.660 -1.234 0.754
H 1.500 2.680 0.547
F 4.388 -4.510 2.758
H 0.853 -3.077 3.749
N -2.136 1.565 -3.918
C 4.456 3.524 -2.952
C -2.874 0.628 -2.223
C 3.238 -2.363 1.446
H 4.232 -2.673 1.152
C 3.087 -4.366 2.944
C -2.293 3.120 2.239
C -1.542 2.222 2.977
P 0.391 0.146 0.036
N -3.221 1.492 -3.134
H -1.604 -3.776 -0.114
H -1.313 2.292 -0.879
C 2.872 3.116 -1.027
C 3.410 2.691 -2.231
H 3.455 1.163 -3.737
Ru -1.065 -1.313 -1.024
F -3.143 4.030 4.241
N -0.827 -3.146 0.110
C 1.321 -2.595 2.899
H -0.124 0.632 2.912
C -4.912 -0.733 1.103
F 2.784 -4.589 4.212
H 1.821 -0.264 -2.599
N -1.602 0.146 -2.404
C -4.880 0.650 -0.700
F 4.517 4.759 -2.461
F -2.894 5.361 2.547
C -3.212 4.120 2.917
C 0.697 -1.553 2.245
F 2.455 -5.331 2.196
H -5.368 1.416 -1.292
C 2.088 0.687 -2.158
C 1.925 2.331 -0.386
H 0.654 -4.574 0.487
H -0.276 -1.215 2.587
F 5.656 2.950 -2.821
H -5.429 -1.103 1.980
N -5.506 0.202 0.381
F 4.166 3.594 -4.256
N 0.368 -3.853 -0.169
N 2.014 -4.375 -1.674
H -0.827 -2.984 1.116
C -2.218 3.138 0.848
H 2.345 -5.161 -1.126
C 1.319 -0.939 1.146
C -0.732 1.302 2.323
```

Properties
Charge = +3
Multiplicity = 2
Orbital gap (spin up / spin down) = 7.189 / 6.537 eV
LUMO energy (spin up / spin down) = -10.73 / -11.38 eV
<S²> = 0.7573
HOMO level (spin up / spin down) = -17.92 / -17.91 eV


5.
Density functional theory data (ωB97M-V/def2-TZVPD) for 2 unconnected molecules or ions with the total composition C5H14NO.

The geometry in XYZ format:
```
21
Properties=species:S:1:pos:R:3
C 0.862 0.547 1.166
H 2.829 0.507 0.096
H -1.112 0.882 0.624
N -0.419 0.094 0.555
C 1.856 0.907 -0.004
O -2.780 0.846 1.336
H -2.761 1.595 1.945
C 1.328 0.194 -1.256
H 1.947 -0.675 -1.583
H 1.240 -0.367 1.706
H 0.954 1.269 1.993
H -0.625 -2.126 -2.049
C -0.287 -1.874 -1.050
H 1.246 0.866 -2.122
H -0.970 0.118 -1.394
C -0.058 -0.350 -0.958
H -0.872 -0.710 1.021
H 0.516 -2.435 -0.558
H -3.643 0.957 0.887
H -1.149 -2.215 -0.266
H 1.896 1.971 -0.086
```

Properties
Charge = +1
Multiplicity = 1
Orbital gap = 12.639 eV
LUMO energy = -3.04 eV
HOMO level = -15.68 eV
Energy above the lowest of the compared OMol25 structures with the same formula, charge and spin = 131.3 kJ/mol


6.
Density functional theory data (ωB97M-V/def2-TZVPD) for a molecular structure, C49H40NO2P3Re.

The geometry in XYZ format:
```
96
Properties=species:S:1:pos:R:3
H 4.862 0.055 -5.105
C 2.875 1.075 0.852
H 4.046 -5.168 2.369
H 6.014 -1.065 -3.237
H 2.489 2.650 3.841
C 2.456 0.308 -2.770
H -5.358 -2.933 -1.751
H 0.839 -6.680 -1.682
C -1.135 0.515 3.679
C -4.907 -2.667 -0.803
C -1.507 3.075 -2.051
C 4.276 3.029 0.982
C -2.124 3.285 -4.368
H -1.320 -2.330 2.976
H 2.559 0.930 -4.820
C 5.009 -0.683 -3.099
C -1.394 4.467 -4.444
C 3.814 1.927 0.276
H 0.266 3.201 0.581
C -0.829 1.923 1.940
C 2.854 -1.865 0.752
H 3.390 -0.952 2.638
H -2.766 1.674 -3.102
C -5.955 2.575 0.938
H -0.157 5.874 -3.395
P -1.173 -1.915 0.584
H 4.174 4.151 2.808
H -5.733 -2.134 2.444
C -5.436 3.482 0.020
C -0.129 -3.440 -1.469
C 4.382 -0.830 -1.865
H -6.767 -2.692 0.270
C -5.696 -2.536 0.335
C -0.768 4.253 -2.130
C -1.138 1.899 3.255
C 2.816 -3.060 0.024
C -0.764 2.971 0.869
Re -0.246 0.115 -0.379
H 4.892 -1.330 -1.051
C 3.703 -4.244 1.917
H -1.356 5.017 -5.379
C -2.955 -2.149 0.510
H -1.279 3.887 1.142
H 3.237 -5.160 0.026
C -0.695 -1.722 2.329
C -3.749 -2.009 1.645
C -2.184 2.587 -3.169
H -1.349 0.152 4.679
P 2.266 -0.365 -0.063
N -0.632 0.609 1.526
H 4.186 1.739 -0.723
C 3.101 -0.328 -1.689
C 2.862 2.450 2.842
H 2.472 -3.064 -1.006
C 1.099 0.724 -2.345
H 0.575 -4.662 -3.092
H -3.753 4.024 -1.191
C -0.719 4.950 -3.331
H -5.596 0.793 2.085
H -3.301 0.500 1.226
H -6.037 4.320 -0.318
H 0.335 -2.083 2.410
H 0.291 -6.598 0.729
C 0.483 -5.756 -1.240
C -5.190 1.499 1.368
C -4.149 3.318 -0.469
C 3.804 3.290 2.261
C 0.174 -5.712 0.115
C -3.902 1.328 0.883
C 3.738 -3.062 2.646
C 3.069 0.446 -3.996
H 4.114 -3.060 3.663
C 3.249 -4.241 0.603
P -1.648 2.151 -0.527
H -1.364 2.759 3.877
H -2.650 2.912 -5.241
H -0.232 4.628 -1.266
O 0.115 -0.117 -2.445
C -3.380 2.234 -0.035
C 3.319 -1.870 2.068
C 2.392 1.347 2.140
H -3.309 -1.753 2.603
O 0.985 1.663 -1.497
H -0.548 -4.516 1.739
C -3.535 -2.480 -0.718
H -2.920 -2.614 -1.603
C -0.826 -0.248 2.602
H 5.008 3.686 0.528
C 0.334 -4.623 -2.034
C 4.361 -0.051 -4.150
H 1.651 0.703 2.602
C -0.295 -4.538 0.683
C -5.117 -2.216 1.555
H -0.236 -2.556 -2.092
H -6.962 2.709 1.318
C -0.450 -3.402 -0.109
```

Properties
Charge = +2
Multiplicity = 4
Orbital gap (spin up / spin down) = 7.531 / 6.225 eV
LUMO energy (spin up / spin down) = -5.82 / -7.18 eV
<S²> = 3.7757
HOMO level (spin up / spin down) = -13.35 / -13.40 eV